1.
16
Properties=species:S:1:pos:R:3 method="wB97M-V/def2-TZVPD" spin_multiplicity=1 relative_energy_kcal_mol=114.9 total_charge=0 e_tot_ha=-271.5695
C -0.85 2.19 0.82
C 0.25 1.19 0.58
O -0.15 0.29 -0.47
C 0.79 -1.02 -0.89
C 1.20 -1.88 0.26
C -0.08 -2.08 -0.53
H -0.56 2.91 1.59
H -1.77 1.69 1.14
H -1.07 2.75 -0.10
H 1.17 1.67 0.22
H 0.48 0.61 1.48
H 1.35 -0.68 -1.75
H 2.10 -2.48 0.08
H 1.15 -1.52 1.29
H -0.29 -2.94 -1.15
H -0.78 -0.52 -0.18

***

2.
13
Properties=species:S:1:pos:R:3 method="wB97M-V/def2-TZVPD" spin_multiplicity=1 smiles=C#CC(C)C relative_energy_kcal_mol=28.9 total_charge=0 e_tot_ha=-195.2460
C 2.46 -0.69 -0.02
C 1.29 -0.40 0.09
C -0.09 0.03 0.33
C -0.35 1.39 -0.34
C -1.14 -1.00 -0.11
H 3.49 -0.93 -0.10
H -0.18 0.15 1.41
H 0.48 2.09 -0.15
H -0.47 1.29 -1.42
H -1.27 1.83 0.07
H -2.13 -0.67 0.22
H -0.94 -1.99 0.33
H -1.16 -1.11 -1.20

***

3.
13
Properties=species:S:1:pos:R:3 method="wB97M-V/def2-TZVPD" spin_multiplicity=1 relative_energy_kcal_mol=11.2 total_charge=0 e_tot_ha=-543.7240
O 1.58 1.68 2.83
C 1.09 0.82 2.09
C 1.47 -0.64 2.33
O 0.81 -1.48 1.40
C 1.10 -2.87 1.54
Mg -0.44 -0.48 0.11
H 1.19 -0.92 3.36
H 2.56 -0.75 2.23
H 0.56 -3.40 0.75
H 2.18 -3.04 1.41
H 0.78 -3.22 2.53
O 0.37 1.05 1.06
H 0.04 -0.38 -1.56

***

4.
21
Properties=species:S:1:pos:R:3 method="wB97M-V/def2-TZVPD" spin_multiplicity=1 relative_energy_kcal_mol=60.8 total_charge=0 e_tot_ha=-648.6242
O -2.10 -2.83 -0.63
C -1.10 -2.15 -0.44
C -1.14 -0.74 -0.08
C -2.32 0.08 -0.18
C -2.28 1.36 0.32
C -1.18 1.94 0.84
C -0.07 1.15 1.01
C -0.05 -0.11 0.48
O 1.06 -0.97 0.59
C 2.26 -0.47 0.09
O 3.26 -0.46 0.95
C 2.33 -0.23 -1.22
O 1.33 0.13 -2.13
H -0.14 -2.55 -0.38
H -3.23 -0.25 -0.54
H -3.17 1.98 0.15
H -1.11 3.03 1.20
H 0.89 1.64 1.44
H 2.98 -0.62 1.85
H 3.27 0.10 -1.70
H 0.52 -0.05 -1.63

***

5.
78
Properties=species:S:1:pos:R:3 method="wB97M-V/def2-TZVPD" spin_multiplicity=2 relative_energy_kcal_mol=54.6 total_charge=-2 e_tot_ha=-5172.9361
K 1.46 -2.04 -1.64
O 7.76 -0.50 -1.34
C 6.43 -0.84 -1.41
C 6.03 -2.16 -1.49
C 4.67 -2.43 -1.57
N 3.76 -1.46 -1.58
C 4.14 -0.19 -1.48
C 5.48 0.17 -1.40
C 3.02 0.86 -1.47
O 3.36 2.01 -1.13
O 1.88 0.45 -1.81
C 4.13 -3.88 -1.65
O 4.92 -4.77 -1.27
O 2.96 -4.00 -2.08
H 8.26 -1.32 -1.35
H 6.73 -2.99 -1.47
H 5.75 1.22 -1.32
C -3.02 -0.01 -4.46
Si -3.39 -0.01 -2.58
C -4.96 1.10 -2.43
C -4.18 -1.72 -2.23
Ge -1.24 0.21 -1.43
Si -2.08 0.81 0.75
C -0.75 1.43 1.98
C -2.87 -0.68 1.64
C -3.44 2.15 0.93
Si -0.68 2.43 -2.22
C -2.24 3.47 -2.61
C 0.34 3.50 -1.05
C 0.24 2.39 -3.88
H -3.83 -0.45 -5.04
H -2.11 -0.58 -4.64
H -2.85 1.01 -4.82
H -5.73 0.76 -3.13
H -4.75 2.15 -2.62
H -5.37 1.02 -1.42
H -4.99 -1.95 -2.93
H -4.58 -1.74 -1.22
H -3.43 -2.51 -2.31
H 0.16 0.83 1.88
H -1.10 1.37 3.01
H -0.47 2.47 1.78
H -2.22 -1.55 1.57
H -3.82 -0.95 1.17
H -3.07 -0.47 2.70
H -3.08 3.13 0.60
H -3.76 2.25 1.97
H -4.31 1.90 0.33
H -2.92 3.51 -1.75
H -2.79 3.03 -3.45
H -1.98 4.50 -2.88
H -0.16 3.62 -0.08
H 0.50 4.50 -1.47
H 1.31 3.03 -0.88
H -0.32 1.83 -4.64
H 1.20 1.89 -3.74
H 0.42 3.40 -4.26
N 1.06 -1.59 1.01
C 1.03 -1.60 2.17
N 1.00 -1.61 3.49
C -0.24 -1.91 4.19
C -0.17 -1.31 5.60
C 0.52 0.05 5.56
C 1.99 -0.08 5.12
C 2.19 -1.35 4.28
H -0.41 -2.99 4.24
H -1.06 -1.46 3.63
H 0.37 -1.98 6.27
H -1.19 -1.21 5.99
H 0.46 0.54 6.53
H -0.01 0.68 4.84
H 2.66 -0.13 5.99
H 2.28 0.79 4.53
H 2.39 -2.21 4.92
H 3.04 -1.24 3.60
F -1.51 -4.11 -1.86
B -1.28 -3.06 -1.03
F -1.52 -3.42 0.25

***

6.
10
Properties=species:S:1:pos:R:3 method="wB97M-V/def2-TZVPD" spin_multiplicity=1 smiles=PCSP relative_energy_kcal_mol=27.4 total_charge=0 e_tot_ha=-1122.5158
P 1.63 -0.31 -0.81
C -0.37 -0.89 -0.35
S -0.85 -0.17 1.26
P -1.15 1.90 1.21
H 2.13 -0.48 0.43
H 1.88 -1.71 -1.00
H -0.97 -0.72 -1.21
H -0.49 -1.90 -0.18
H -1.75 1.77 0.03
H -0.06 2.52 0.62

***

7.
26
Properties=species:S:1:pos:R:3 method="wB97M-V/def2-TZVPD" spin_multiplicity=1 smiles="C[C@@H]1[NH2+][C@@]23N=C2C=NN3C(=[NH2+])[C@@H]1C" relative_energy_kcal_mol=152.8 total_charge=+2 e_tot_ha=-585.5683
C -0.27 -1.73 0.91
C -0.32 -1.05 -0.44
N 0.89 -1.44 -1.22
C 2.18 -0.83 -0.07
N 2.94 -1.55 0.80
C 3.62 -0.80 -0.05
C 4.11 0.58 -0.16
N 3.05 1.28 0.13
N 1.86 0.57 0.21
C 0.67 1.27 -0.06
N 0.70 2.53 -0.34
C -0.63 0.47 -0.32
C -1.67 0.96 0.63
H -1.25 -1.76 1.50
H 0.42 -1.30 1.62
H 0.11 -2.80 0.75
H -1.15 -1.36 -0.97
H 0.94 -2.45 -1.35
H 1.01 -0.88 -2.14
H 5.05 0.89 0.00
H -0.08 3.25 -0.29
H 1.52 2.96 -0.11
H -0.92 0.71 -1.34
H -1.97 1.94 0.40
H -1.44 0.70 1.63
H -2.61 0.53 0.47